Molecular formula: C29H36Cl2EuN4O2P2
Method: DFT, ωB97M-V/def2-TZVPD

The electronic energy is -103652.811 eV. Its spin multiplicity is 8. The value obtained for the orbital gap (alpha / beta) is 4.339 / 6.280 eV. The LUMO energy (alpha / beta) comes out at -0.124 / -0.208 eV. As for the HOMO energy (alpha / beta): -4.5 / -6.5 eV. The energy relative to the best compared isomer or geometry (same formula, charge and spin) comes out at 0.0 kcal per mole.

Last column: Mulliken charge in e.
Element x y z (Å)
Eu (-0.36, 1.99, -2.82)  0.865
C (-2.09, 1.79, -7.08)  -0.251
C (-2.24, 0.47, -6.90)  -0.584
C (-1.26, -0.54, -7.34)  -0.724
C (0.24, -0.20, -7.10)  -1.340
C (0.62, 0.63, -5.90)  0.534
C (0.45, 1.97, -5.77)  0.472
C (0.30, 2.75, -7.04)  -1.456
C (-0.99, 2.47, -7.83)  -0.670
C (1.36, 1.21, 0.35)  -1.635
H (-2.91, 2.46, -6.82)  0.652
H (-3.20, 0.06, -6.59)  0.386
H (-1.37, -0.75, -8.42)  0.408
H (-1.47, -1.48, -6.83)  0.379
H (0.74, -1.18, -6.99)  0.373
H (0.62, 0.25, -8.04)  0.435
H (1.44, 0.15, -5.36)  0.111
H (0.82, 2.54, -4.89)  0.199
H (1.13, 2.50, -7.72)  0.326
H (0.37, 3.82, -6.83)  0.371
H (-1.39, 3.45, -8.14)  0.392
H (-0.75, 1.90, -8.74)  0.318
H (0.63, 2.00, 0.58)  0.492
H (2.39, 1.51, 0.55)  0.468
H (1.08, 0.19, 0.63)  0.592
P (1.52, -0.63, -1.93)  0.783
P (-1.68, -1.40, -1.91)  -0.159
N (2.75, 0.66, -2.85)  0.492
N (2.82, -1.71, -1.64)  0.579
N (-2.40, -0.01, -2.65)  0.170
N (-3.16, -2.22, -1.71)  0.664
C (0.75, -1.41, -3.39)  1.831
C (-0.61, -2.15, -3.23)  -1.206
C (2.87, 1.94, -2.30)  -0.467
C (3.81, 2.67, -3.03)  -0.909
C (4.25, 1.83, -4.10)  -0.774
C (3.59, 0.61, -3.96)  -0.629
C (3.73, -1.44, -0.60)  -0.553
C (4.46, -2.59, -0.35)  -0.524
C (4.02, -3.60, -1.27)  -0.674
C (3.01, -3.04, -2.05)  -0.420
C (-3.14, 0.93, -1.90)  -0.460
C (-3.23, 2.11, -2.61)  -1.574
C (-2.68, 1.87, -3.92)  -0.137
C (-2.15, 0.56, -3.90)  -0.560
C (-4.19, -2.62, -2.58)  -0.358
C (-5.18, -3.25, -1.84)  -0.596
C (-4.76, -3.24, -0.46)  -0.739
C (-3.53, -2.63, -0.41)  -0.427
H (1.48, -2.02, -3.94)  1.407
H (0.54, -0.56, -4.04)  -3.319
H (-1.12, -2.16, -4.20)  0.394
H (-0.44, -3.20, -2.93)  0.361
H (2.33, 2.20, -1.39)  0.411
H (4.12, 3.69, -2.82)  0.457
H (4.95, 2.11, -4.88)  0.439
H (3.66, -0.28, -4.57)  0.575
H (3.71, -0.47, -0.10)  0.323
H (5.22, -2.70, 0.41)  0.446
H (4.36, -4.62, -1.34)  0.429
H (2.37, -3.45, -2.80)  0.407
H (-3.62, 0.58, -1.01)  0.793
H (-3.70, 3.03, -2.26)  0.411
H (-2.48, 2.64, -4.68)  0.418
H (-1.57, 0.03, -4.65)  0.501
H (-4.11, -2.44, -3.63)  0.402
H (-6.10, -3.68, -2.21)  0.436
H (-5.30, -3.64, 0.39)  0.434
H (-2.85, -2.43, 0.41)  0.478
Cl (-1.96, 2.20, 2.74)  -0.185
C (-2.09, 0.74, 1.76)  0.237
Cl (-3.80, 0.20, 1.56)  -0.173
C (-1.53, 0.89, 0.33)  0.306
O (-1.28, -0.32, -0.11)  -0.401
O (-1.38, 1.97, -0.27)  -0.711
H (-1.54, -0.10, 2.23)  0.253

***

Molecular formula: C9H11BN2O2
Method: DFT, ωB97M-V/def2-TZVPD

The electronic energy is -17258.568 eV. Its spin multiplicity is 3. The value obtained for the orbital gap (alpha / beta) is 5.413 / 6.957 eV. The LUMO energy (alpha / beta) comes out at 0.083 / -1.372 eV. As for the HOMO energy (alpha / beta): -5.3 / -8.3 eV. The energy relative to the best compared isomer or geometry (same formula, charge and spin) comes out at 0.0 kcal per mole.

Last column: natural (NBO) charge in e.
Element x y z (Å)
B (-1.20, 1.48, 0.75)  1.122
C (0.11, -1.77, -0.78)  -0.233
C (1.25, -2.00, -0.07)  -0.269
C (2.64, 0.96, -0.10)  0.010
C (-0.52, -0.58, -0.83)  0.096
C (1.64, -1.17, 0.92)  0.196
C (1.33, 1.18, 0.62)  -0.242
C (0.82, -0.07, 1.41)  -0.266
C (-0.11, 0.57, 0.25)  -0.426
C (-1.56, -0.16, -1.80)  -0.639
N (3.48, 0.06, 0.29)  -0.209
N (3.08, -0.93, 1.21)  -0.488
O (-0.93, 2.83, 0.51)  -0.892
O (-2.27, 0.90, 1.37)  -0.883
H (-0.32, -2.57, -1.47)  0.207
H (1.86, -2.80, -0.41)  0.215
H (2.97, 1.60, -0.87)  0.200
H (1.14, 2.16, 0.96)  0.246
H (0.51, -0.15, 2.46)  0.247
H (-2.01, 0.75, -1.30)  0.210
H (-2.32, -0.88, -2.11)  0.226
H (-1.07, 0.20, -2.89)  0.208
H (3.65, -1.74, 1.27)  0.378
H (-1.63, 3.47, 0.71)  0.488
H (-3.08, 1.49, 1.66)  0.497

***

Molecular formula: C13H52O13
Method: DFT, ωB97M-V/def2-TZVPD

The electronic energy is -40935.940 eV. Its spin multiplicity is 1. The value obtained for the orbital gap is 10.003 eV. The LUMO energy comes out at 0.344 eV. As for the HOMO energy: -9.7 eV. The energy relative to the best compared isomer or geometry (same formula, charge and spin) comes out at 48.0 kcal per mole.

Last column: Mulliken charge in e.
Element x y z (Å)
C (-2.79, 8.50, 10.01)  -0.150
O (-1.61, 8.96, 9.34)  -0.525
H (-2.75, 8.57, 11.10)  -0.305
H (-3.68, 9.03, 9.66)  0.391
H (-2.87, 7.43, 9.85)  0.227
H (-1.76, 9.88, 9.12)  0.296
C (-5.65, 5.84, 12.30)  -0.474
O (-5.45, 7.14, 11.78)  -0.490
H (-4.98, 5.18, 11.74)  0.273
H (-5.29, 5.81, 13.33)  0.021
H (-6.68, 5.52, 12.15)  0.240
H (-4.96, 7.65, 12.43)  0.166
C (-6.33, 5.74, 18.34)  -0.769
O (-6.09, 6.32, 17.10)  -0.299
H (-5.99, 4.70, 18.40)  0.258
H (-5.81, 6.36, 19.06)  0.294
H (-7.41, 5.70, 18.47)  0.258
H (-5.13, 6.36, 17.14)  0.323
C (-3.37, 11.79, 17.78)  -0.324
O (-3.18, 13.14, 17.55)  -0.510
H (-4.35, 11.46, 18.13)  0.245
H (-3.16, 11.31, 16.83)  -0.076
H (-2.70, 11.36, 18.52)  0.382
H (-3.03, 13.60, 18.38)  0.282
C (-1.24, 12.10, 13.77)  -0.582
O (-1.93, 11.90, 12.61)  -0.461
H (-0.15, 12.18, 13.68)  0.337
H (-1.59, 13.01, 14.25)  0.351
H (-1.41, 11.36, 14.56)  0.072
H (-2.86, 11.96, 12.83)  0.416
C (-7.99, 10.32, 11.61)  -0.652
O (-7.06, 10.60, 12.64)  -0.543
H (-7.68, 10.84, 10.71)  0.307
H (-7.81, 9.25, 11.45)  0.185
H (-9.01, 10.51, 11.93)  0.249
H (-7.47, 10.27, 13.44)  0.407
C (-6.95, 9.63, 18.10)  0.019
O (-6.82, 10.48, 19.24)  -0.595
H (-7.07, 8.60, 18.41)  0.144
H (-7.86, 9.88, 17.56)  0.136
H (-6.15, 9.66, 17.36)  -0.037
H (-6.07, 10.19, 19.76)  0.318
C (-8.75, 8.25, 15.02)  -0.621
O (-8.30, 9.52, 14.80)  -0.528
H (-8.01, 7.54, 14.65)  0.190
H (-9.07, 8.03, 16.04)  0.289
H (-9.66, 8.11, 14.43)  0.340
H (-8.96, 10.12, 15.16)  0.232
C (-2.13, 5.98, 14.46)  -0.177
O (-1.93, 5.37, 15.74)  -0.619
H (-1.51, 5.60, 13.65)  0.392
H (-3.18, 5.85, 14.19)  0.146
H (-2.02, 7.06, 14.57)  -0.028
H (-1.72, 4.43, 15.66)  0.277
C (-2.84, 7.84, 18.12)  -0.583
O (-3.41, 6.65, 17.55)  -0.527
H (-2.44, 8.55, 17.40)  0.170
H (-3.63, 8.31, 18.72)  0.182
H (-1.95, 7.62, 18.70)  0.410
H (-2.82, 6.17, 16.97)  0.328
C (-0.52, 8.57, 12.50)  -0.114
O (0.17, 8.21, 13.66)  -0.542
H (-0.80, 7.71, 11.90)  0.304
H (-1.48, 9.05, 12.73)  -0.253
H (0.07, 9.25, 11.89)  0.358
H (0.20, 9.00, 14.21)  0.317
C (-4.65, 13.08, 13.61)  -0.534
O (-4.62, 11.92, 12.79)  -0.559
H (-5.66, 13.40, 13.84)  0.373
H (-4.14, 12.80, 14.54)  0.064
H (-4.13, 13.96, 13.23)  0.298
H (-5.51, 11.57, 12.66)  0.329
C (-4.68, 8.76, 14.66)  -0.142
O (-4.07, 8.92, 13.40)  0.784
H (-5.71, 9.11, 14.74)  -0.164
H (-4.67, 7.73, 15.02)  0.000
H (-4.12, 9.21, 15.48)  0.121
H (-3.82, 9.84, 13.31)  -0.319

***

Molecular formula: H2O4
Method: DFT, ωB97M-V/def2-TZVPD

The electronic energy is -8213.872 eV. Its spin multiplicity is 1. The value obtained for the orbital gap (alpha / beta) is 9.544 / 10.006 eV. The LUMO energy (alpha / beta) comes out at -0.903 / -0.254 eV. As for the HOMO energy (alpha / beta): -10.4 / -10.3 eV. The energy relative to the best compared isomer or geometry (same formula, charge and spin) comes out at 17.1 kcal per mole.

Last column: natural (NBO) charge in e.
Element x y z (Å)
O (1.14, 1.74, -0.88)  -0.266
O (-1.28, -1.30, 0.36)  -0.349
O (1.01, 0.50, -0.79)  -0.177
O (-1.36, 0.06, 0.38)  -0.117
H (1.45, 2.02, 0.09)  0.444
H (-1.06, -1.59, -0.53)  0.465

***

Molecular formula: C26H24Cl5CoNOP2
Method: DFT, ωB97M-V/def2-TZVPD

The electronic energy is -149694.010 eV. Its spin multiplicity is 5. The value obtained for the orbital gap (alpha / beta) is 6.020 / 6.285 eV. The LUMO energy (alpha / beta) comes out at -2.923 / -3.671 eV. As for the HOMO energy (alpha / beta): -8.9 / -10.0 eV. The energy relative to the best compared isomer or geometry (same formula, charge and spin) comes out at 25.4 kcal per mole. The total charge is +1.

Last column: natural (NBO) charge in e.
Element x y z (Å)
C (2.39, -3.29, -0.16)  -0.203
C (1.98, -1.94, -0.15)  -0.199
C (0.59, -1.75, 0.17)  0.262
C (0.22, -2.45, 1.36)  -0.098
C (0.69, -3.77, 1.49)  -0.243
C (1.69, -4.22, 0.63)  -0.268
C (-0.46, -1.61, 2.29)  -0.296
C (-1.59, -0.99, 1.65)  -0.056
C (-1.58, -0.96, 0.22)  0.139
C (-2.75, -1.10, -0.53)  -0.034
C (-3.97, -0.88, 0.13)  -0.177
C (-3.97, -0.55, 1.50)  -0.199
C (-2.81, -0.61, 2.27)  -0.196
H (3.28, -3.60, -0.72)  0.226
H (0.24, -4.40, 2.25)  0.229
H (1.97, -5.27, 0.62)  0.228
H (-0.53, -1.81, 3.36)  0.232
H (-4.89, -0.94, -0.43)  0.220
H (-4.92, -0.28, 1.96)  0.228
H (-2.82, -0.42, 3.34)  0.222
N (-0.31, -0.88, -0.40)  -0.686
Co (-0.22, 0.35, -1.63)  0.906
C (2.87, -0.83, 0.27)  -0.656
H (2.66, 0.09, -0.29)  0.235
H (3.94, -1.08, 0.20)  0.263
C (-2.67, -1.46, -2.00)  -0.720
H (-2.12, -2.41, -2.14)  0.250
H (-3.67, -1.52, -2.44)  0.247
P (2.48, -0.51, 2.09)  1.244
P (-1.70, -0.23, -2.98)  0.904
C (-2.96, 0.80, -3.74)  -0.954
H (-2.54, 1.80, -3.90)  0.253
H (-3.26, 0.36, -4.70)  0.244
H (-3.82, 0.87, -3.06)  0.268
C (-0.79, -1.10, -4.29)  -0.951
H (-1.44, -1.18, -5.17)  0.240
H (0.09, -0.49, -4.52)  0.241
H (-0.48, -2.09, -3.94)  0.258
C (4.04, -0.84, 2.92)  -0.969
H (4.81, -1.11, 2.19)  0.265
H (4.34, 0.06, 3.46)  0.264
H (3.90, -1.67, 3.62)  0.274
C (2.08, 1.24, 2.16)  -0.978
H (2.79, 1.71, 2.84)  0.266
H (2.16, 1.70, 1.16)  0.258
H (1.06, 1.41, 2.52)  0.281
C (-1.22, 1.80, -0.77)  0.198
O (-2.43, 1.90, -0.68)  -0.551
H (1.40, -1.21, 2.85)  0.118
Cl (1.01, 2.05, -2.63)  0.071
C (0.73, 3.18, -1.29)  -0.046
C (-0.22, 2.79, -0.34)  -0.142
C (-0.34, 3.51, 0.88)  -0.054
Cl (-1.33, 2.87, 2.12)  0.090
C (0.44, 4.66, 1.07)  -0.086
Cl (0.37, 5.48, 2.57)  0.094
C (1.32, 5.11, 0.04)  -0.067
Cl (2.19, 6.56, 0.24)  0.114
C (1.48, 4.34, -1.15)  -0.099
Cl (2.57, 4.82, -2.38)  0.093

***

Molecular formula: C3H6O
Method: DFT, ωB97M-V/def2-TZVPD

The electronic energy is -5252.017 eV. Its spin multiplicity is 1. The value obtained for the orbital gap is 10.964 eV. The LUMO energy comes out at 0.955 eV. The SMILES is OC1CC1. As for the HOMO energy: -10.0 eV. The energy relative to the best compared isomer or geometry (same formula, charge and spin) comes out at 84.8 kcal per mole.

Last column: natural (NBO) charge in e.
Element x y z (Å)
O (-0.48, 1.28, 1.08)  -0.737
C (0.45, 0.25, 0.34)  0.041
C (-0.30, -0.84, -0.15)  -0.477
C (0.33, 0.23, -1.14)  -0.479
H (-0.92, 0.42, 1.75)  0.458
H (1.38, 0.21, 1.02)  0.207
H (-1.51, -0.75, -0.16)  0.239
H (0.18, -1.84, 0.08)  0.237
H (1.16, -0.14, -1.70)  0.236
H (-0.28, 1.18, -1.12)  0.276